Here is a molecular structure, C21H62BN5O7V in a non-equilibrium geometry from the OMol25 dataset. Energies are from wB97M-V/def2-TZVPD.

```
97
Properties=species:S:1:pos:R:3:mulliken_spin:R:1
O 0.523 1.981 0.317 -0.25
V -0.800 2.803 0.051 1.24
B 0.229 4.024 -2.880 -0.01
H -0.829 3.852 -2.751 0.00
H 0.749 3.101 -3.086 0.00
H 0.428 4.741 -3.662 -0.01
H 0.634 4.449 -1.976 0.00
C -2.453 1.203 4.697 0.00
O -2.334 1.772 3.375 0.02
H -1.677 0.439 4.655 0.00
H -2.161 1.912 5.472 0.01
H -3.424 0.761 4.922 -0.01
C -2.676 8.267 0.500 0.00
C -1.760 7.034 0.398 0.00
C -0.907 6.800 1.671 0.00
O -0.157 5.641 1.637 0.00
C 0.787 5.542 2.746 0.00
N -2.615 5.901 0.166 0.00
H -3.303 8.382 -0.383 0.00
H -2.140 9.215 0.518 0.00
H -3.173 8.367 1.465 0.00
H -1.131 7.189 -0.478 0.00
H -1.455 6.826 2.612 0.00
H -0.211 7.638 1.683 0.00
H 1.367 6.462 2.823 0.00
H 1.512 4.746 2.575 0.00
H 0.356 5.372 3.733 0.00
H -3.155 6.101 -0.664 0.00
H -3.370 5.894 0.836 0.00
C 5.771 0.601 -0.457 0.00
C 7.190 0.419 0.145 0.00
C 7.342 -0.113 1.516 0.00
O 6.790 0.873 2.481 0.00
C 5.568 0.422 3.037 0.00
N 7.953 -0.441 -0.766 0.00
H 5.366 -0.386 -0.682 0.00
H 5.811 1.159 -1.393 0.00
H 5.120 1.155 0.219 0.00
H 7.641 1.405 0.034 0.00
H 8.412 -0.162 1.720 0.00
H 6.920 -1.104 1.684 0.00
H 4.913 0.058 2.246 0.00
H 5.224 1.294 3.593 0.00
H 5.763 -0.403 3.723 0.00
H 8.937 -0.221 -0.712 0.00
H 7.793 -0.162 -1.724 0.00
C -0.308 -5.030 1.362 0.00
C -0.412 -3.936 2.408 0.00
C 0.907 -3.526 3.101 0.00
O 1.377 -4.630 3.877 0.00
C 2.600 -4.394 4.592 0.00
N -0.885 -2.812 1.675 0.00
H -1.202 -5.224 0.770 0.00
H -0.031 -5.984 1.813 0.00
H 0.478 -4.851 0.629 0.00
H -1.165 -4.054 3.187 0.00
H 0.796 -2.601 3.666 0.00
H 1.715 -3.265 2.417 0.00
H 2.879 -5.247 5.210 0.00
H 2.552 -3.534 5.261 0.00
H 3.424 -4.230 3.897 0.00
H -0.805 -2.031 2.310 0.00
H -1.893 -2.882 1.674 0.00
C -5.318 1.120 -2.463 0.00
C -4.858 0.176 -1.308 0.00
C -5.442 -1.227 -1.454 0.00
O -5.157 -1.871 -0.260 0.00
C -5.815 -3.160 -0.215 0.00
N -3.387 0.083 -1.392 0.00
H -6.305 1.562 -2.331 0.00
H -5.433 0.517 -3.363 0.00
H -4.668 1.970 -2.670 0.00
H -5.213 0.498 -0.329 0.00
H -5.035 -1.671 -2.363 0.00
H -6.517 -1.071 -1.543 0.00
H -6.884 -3.018 -0.373 0.00
H -5.589 -3.737 0.683 0.00
H -5.373 -3.734 -1.029 0.00
H -3.208 -0.783 -0.905 0.00
H -3.207 -0.256 -2.326 0.00
C 0.948 -2.602 -3.470 0.00
C -0.013 -2.983 -4.591 0.00
C -0.628 -4.381 -4.226 0.00
O 0.421 -5.333 -3.930 0.00
C -0.177 -6.610 -3.634 0.00
N -0.989 -1.943 -4.773 0.00
H 1.898 -3.114 -3.618 0.00
H 0.616 -3.008 -2.514 0.00
H 1.135 -1.536 -3.340 0.00
H 0.551 -2.981 -5.524 0.00
H -1.126 -4.691 -5.144 0.00
H -1.406 -4.328 -3.464 0.00
H -0.726 -6.960 -4.508 0.00
H -0.969 -6.707 -2.891 0.00
H 0.581 -7.386 -3.525 0.00
H -1.621 -2.238 -5.503 0.00
H -0.481 -1.174 -5.186 0.00
```

## Properties
E_tot, eV: -70913.578
2S+1: 2
Orbital gap (spin up / spin down), eV: 3.74 / 3.79
Largest force on an atom, eV/A: 5.05
Energy above the lowest of the compared OMol25 structures with the same formula, charge and spin, kcal per mole: 289.3
<S²>: 0.822
LUMO energy (spin up / spin down), eV: -3.87 / -3.55